No. 1
C11H15N | ωB97M-V/def2-TZVPD

Last column: Löwdin charge in e.
Cartesian coordinates (Å):
N1 0.80008 -2.30392 0.59506  0.07
C1 -0.63363 -0.66130 1.13179  -0.14
C2 -0.52415 -1.96330 0.56652  -0.21
C3 1.10128 1.01969 2.13482  -0.04
C4 1.56549 -1.17662 0.89711  -0.05
C5 -2.85654 -2.00196 0.15177  -0.11
C6 -3.02817 -0.79788 0.85903  -0.10
C7 -1.90739 -0.09386 1.24474  -0.04
C8 0.70590 -0.23197 1.38322  -0.25
C9 1.55505 2.66493 -2.70241  -0.17
C10 -1.64875 -2.65494 0.11797  -0.03
C11 1.01899 1.39902 -1.97278  -0.15
H1 0.49279 1.75386 -1.09515  0.05
H2 0.29601 0.87315 -2.59238  0.06
H3 1.20216 -3.11957 0.18146  0.14
H4 1.22973 3.55265 -2.16196  0.05
H5 -1.98600 0.88660 1.70215  0.11
H6 -3.72188 -2.35972 -0.39638  0.10
H7 2.08395 0.80370 2.53469  0.07
H8 0.45742 1.25963 2.97517  0.08
H9 2.63424 2.66377 -2.84996  0.05
H10 2.56508 -1.01126 0.52959  0.12
H11 -1.63799 -3.63786 -0.32172  0.10
H12 1.89932 0.79765 -1.79371  0.05
H13 1.13629 1.86776 1.44882  0.07
H14 -3.98330 -0.38656 1.14313  0.09
H15 1.18398 2.85831 -3.71058  0.05

Values from the calculation:
energy above the lowest of the compared OMol25 structures with the same formula, charge and spin: 24.0 kcal/mol
net charge: 0
SMILES: Cc1c[nH]c2ccccc12.CC
HOMO level: -7.75 eV
gap between HOMO and LUMO: 8.69 eV

=====

No. 2
C11H15N | ωB97M-V/def2-TZVPD

Last column: Löwdin charge in e.
Cartesian coordinates (Å):
N1 2.17089 0.65133 -2.47719  0.06
C1 -0.38377 -1.38013 -1.11885  -0.04
C2 0.85497 -0.84503 -1.53240  -0.15
C3 0.90702 0.49046 -1.93299  -0.21
C4 2.64244 -2.66730 -0.91711  -0.06
C5 -0.23803 1.31081 -2.00978  -0.02
C6 -1.45453 -0.54406 -0.97462  -0.10
C7 -1.40098 0.79627 -1.47844  -0.10
C8 -2.03852 1.68419 4.32546  -0.17
C9 -2.29687 1.26816 2.87390  -0.18
C10 2.95655 -0.41968 -2.12371  -0.06
C11 2.20153 -1.36997 -1.45893  -0.23
H1 -2.46256 0.19145 2.93739  0.06
H2 -0.42359 -2.36610 -0.66582  0.11
H3 -2.37802 -0.97332 -0.60645  0.10
H4 2.59335 1.52819 -2.76271  0.15
H5 -1.65028 1.46599 2.01002  0.05
H6 -3.14370 1.85038 2.48853  0.06
H7 -2.37181 1.25920 -1.55237  0.09
H8 4.00577 -0.51828 -2.35126  0.12
H9 -1.61107 2.68179 4.43189  0.06
H10 -3.01000 1.71005 4.82373  0.06
H11 -0.23516 2.30803 -2.42495  0.10
H12 -1.43402 0.97823 4.89704  0.06
H13 1.89520 -3.13416 -0.27412  0.07
H14 2.72973 -3.35462 -1.76794  0.08
H15 3.57547 -2.60190 -0.35831  0.08

Values from the calculation:
energy above the lowest of the compared OMol25 structures with the same formula, charge and spin: 21.5 kcal/mol
net charge: 0
SMILES: Cc1c[nH]c2ccccc12.CC
HOMO level: -7.75 eV
gap between HOMO and LUMO: 8.70 eV

=====

Which formula does entry 2 have?
C11H15N

=====

Please write out number 2 again, unchanged.
C11H15N | ωB97M-V/def2-TZVPD

Last column: Löwdin charge in e.
Cartesian coordinates (Å):
N1 2.17089 0.65133 -2.47719  0.06
C1 -0.38377 -1.38013 -1.11885  -0.04
C2 0.85497 -0.84503 -1.53240  -0.15
C3 0.90702 0.49046 -1.93299  -0.21
C4 2.64244 -2.66730 -0.91711  -0.06
C5 -0.23803 1.31081 -2.00978  -0.02
C6 -1.45453 -0.54406 -0.97462  -0.10
C7 -1.40098 0.79627 -1.47844  -0.10
C8 -2.03852 1.68419 4.32546  -0.17
C9 -2.29687 1.26816 2.87390  -0.18
C10 2.95655 -0.41968 -2.12371  -0.06
C11 2.20153 -1.36997 -1.45893  -0.23
H1 -2.46256 0.19145 2.93739  0.06
H2 -0.42359 -2.36610 -0.66582  0.11
H3 -2.37802 -0.97332 -0.60645  0.10
H4 2.59335 1.52819 -2.76271  0.15
H5 -1.65028 1.46599 2.01002  0.05
H6 -3.14370 1.85038 2.48853  0.06
H7 -2.37181 1.25920 -1.55237  0.09
H8 4.00577 -0.51828 -2.35126  0.12
H9 -1.61107 2.68179 4.43189  0.06
H10 -3.01000 1.71005 4.82373  0.06
H11 -0.23516 2.30803 -2.42495  0.10
H12 -1.43402 0.97823 4.89704  0.06
H13 1.89520 -3.13416 -0.27412  0.07
H14 2.72973 -3.35462 -1.76794  0.08
H15 3.57547 -2.60190 -0.35831  0.08

Values from the calculation:
energy above the lowest of the compared OMol25 structures with the same formula, charge and spin: 21.5 kcal/mol
net charge: 0
SMILES: Cc1c[nH]c2ccccc12.CC
HOMO level: -7.75 eV
gap between HOMO and LUMO: 8.70 eV